15
Properties=species:S:1:pos:R:3:forces:R:3:mulliken_charge:R:1 method="wB97M-V/def2-TZVPD" charge=0 multiplicity=1 smiles=c1ccncc1.C#C de_lowest_kj_mol=333.53 gap_ev=10.72
N -1.5732 -1.5916 -0.1029 -0.876 -1.024 1.363 -0.478
C -2.8461 0.4372 0.2581 -1.304 6.081 0.539 -0.273
C -0.5105 -0.8754 -0.1765 2.603 -0.596 -3.020 -0.047
C -0.6220 0.4969 -0.3636 4.266 1.706 1.620 -0.137
C -1.7422 1.2527 -0.0578 1.860 0.695 0.243 -0.179
C 4.9745 -0.2309 0.4019 1.233 1.030 0.733 -0.204
C -2.6316 -0.8716 0.2054 -5.384 -4.420 -0.303 -0.046
C 4.0312 -0.0434 -0.3153 -1.613 -0.164 -0.812 -0.415
H 0.4360 0.9749 -0.3671 -2.040 -0.280 -0.524 0.153
H 5.8706 -0.0702 1.0376 -1.250 -0.654 -0.866 0.322
H 3.0994 0.0571 -0.9257 1.620 -0.212 0.935 0.298
H -3.6110 -1.5097 0.2821 1.829 1.023 0.163 0.248
H -1.4862 2.3996 0.0488 -1.556 -2.387 -0.392 0.270
H -3.8288 1.0631 0.5307 1.977 -2.341 -0.533 0.229
H 0.4399 -1.4888 -0.4555 -1.364 1.543 0.855 0.259



16
Properties=species:S:1:pos:R:3:forces:R:3:mulliken_charge:R:1 method="wB97M-V/def2-TZVPD" charge=+1 multiplicity=1 de_lowest_kj_mol=399.63 gap_ev=9.01
N -0.5711 -0.3016 -0.4527 3.382 -5.993 -1.305 0.470
N -1.6420 0.1575 -0.9103 -1.939 -0.617 -1.080 -0.903
C -1.9681 1.3665 -0.5879 1.900 1.913 0.002 -0.167
C -1.0619 2.1194 0.2383 0.341 -0.232 0.232 -0.202
C 0.1884 -2.1235 -0.8694 -1.307 2.913 0.179 -0.583
C 1.5158 -0.6700 0.5296 -1.093 -0.166 2.288 -0.742
C 0.3726 0.1955 0.3091 0.307 2.530 0.681 1.232
C 1.2960 -1.9509 -0.1411 0.497 0.423 -2.167 -0.249
C 0.1499 1.5466 0.7377 -3.532 -1.049 -1.545 -0.685
H -2.7393 1.8375 -1.2012 -0.210 -0.240 0.789 0.402
H -0.2432 -2.6421 -1.7346 0.070 0.350 0.824 0.384
H 0.6840 1.9470 1.5403 1.092 0.997 0.660 0.425
H 2.4210 -0.3425 1.1358 -1.382 -0.885 -1.066 0.373
H 0.8760 -1.7008 1.0639 0.826 1.638 1.362 0.367
H -1.4238 3.1457 0.4139 0.783 -0.513 0.390 0.352
H 2.1460 -2.5842 -0.0714 0.264 -1.067 -0.244 0.526